Density functional theory data (ωB97M-V/def2-TZVPD) for a cluster of 15 separate species, C92H211N13O15 in total at a distorted geometry.

Last column: Löwdin charge in e.
Atoms and positions in Å:
C (6.7314, 7.7434, 0.9798)  -0.05
C (5.6180, 6.9882, 1.7278)  -0.42
C (5.7696, 5.4348, 1.8308)  -0.18
O (4.4694, 4.8326, 2.1960)  -0.20
C (4.6179, 3.3981, 2.3126)  -0.09
N (5.4106, 7.5792, 3.0678)  0.04
H (7.6397, 7.6233, 1.5703)  0.07
H (6.5657, 8.7725, 0.6610)  0.08
H (6.8980, 7.2435, 0.0257)  0.06
H (4.6729, 6.9637, 1.1854)  0.12
H (6.6699, 5.2373, 2.4127)  0.12
H (5.9893, 4.9984, 0.8565)  0.11
H (4.8516, 2.9933, 1.3279)  0.07
H (3.7577, 2.8394, 2.6813)  0.05
H (5.4650, 3.1942, 2.9675)  0.07
H (6.2336, 7.4972, 3.6475)  0.06
H (4.8544, 6.8611, 3.5095)  0.05
C (-6.0516, -0.2500, 4.7236)  -0.05
C (-5.1166, -1.2635, 4.0020)  -0.37
C (-3.7373, -1.5448, 4.7522)  -0.16
O (-4.0041, -2.0042, 6.0596)  -0.19
C (-3.0002, -2.6798, 6.7586)  -0.10
N (-5.8467, -2.5325, 3.7371)  0.05
H (-5.4777, 0.6218, 5.0380)  0.07
H (-6.5119, -0.7004, 5.6030)  0.08
H (-6.8049, 0.1091, 4.0224)  0.06
H (-4.9069, -0.8199, 3.0287)  0.09
H (-3.2266, -0.5821, 4.7291)  0.10
H (-3.1244, -2.2331, 4.1701)  0.11
H (-3.2568, -2.9683, 7.7779)  0.09
H (-2.1509, -2.0188, 6.9314)  0.07
H (-2.6936, -3.5290, 6.1478)  0.08
H (-5.8690, -3.0006, 4.6318)  0.07
H (-6.8031, -2.3147, 3.4965)  0.04
C (1.7279, -1.5896, -6.5067)  -0.03
C (2.9817, -2.0506, -5.6539)  -0.36
C (4.3045, -1.2879, -5.8246)  -0.21
O (4.2586, 0.1115, -5.7170)  -0.19
C (5.5408, 0.7250, -5.6817)  -0.11
N (2.5345, -1.8352, -4.2689)  0.05
H (1.9683, -1.6819, -7.5658)  0.07
H (1.4015, -0.5758, -6.2747)  0.06
H (0.8806, -2.2344, -6.2732)  0.06
H (3.1682, -3.1177, -5.7750)  0.12
H (4.5569, -1.3975, -6.8793)  0.12
H (5.0884, -1.7307, -5.2102)  0.12
H (6.0675, 0.7584, -4.7280)  0.08
H (5.4592, 1.7404, -6.0696)  0.08
H (6.2400, 0.2557, -6.3738)  0.08
H (3.1419, -2.2810, -3.5963)  0.02
H (2.7059, -0.8403, -4.2400)  0.05
C (-1.5515, -4.0371, -1.7395)  -0.05
C (-0.3728, -3.5185, -2.6578)  -0.37
C (-0.9471, -2.6546, -3.8203)  -0.13
O (-1.6575, -3.3993, -4.9078)  -0.19
C (-2.4708, -2.5529, -5.7301)  -0.12
N (0.5544, -2.9393, -1.7260)  0.05
H (-1.2492, -4.8383, -1.0651)  0.06
H (-2.4032, -4.3533, -2.3418)  0.05
H (-2.0303, -3.2675, -1.1340)  0.05
H (0.1331, -4.4259, -2.9876)  0.14
H (-0.1613, -2.0609, -4.2872)  0.08
H (-1.6240, -1.8698, -3.4826)  0.10
H (-1.9213, -1.9008, -6.4090)  0.07
H (-3.1778, -2.0242, -5.0909)  0.07
H (-3.1416, -3.1304, -6.3662)  0.09
H (1.4234, -2.9238, -2.2404)  0.05
H (0.3399, -1.9650, -1.5686)  0.08
C (-2.5031, 0.2389, -1.3820)  -0.05
C (-2.2133, -0.1824, 0.0911)  -0.31
C (-0.8627, 0.5126, 0.6671)  -0.11
O (0.2627, -0.0149, -0.1004)  -0.22
C (1.5307, 0.2009, 0.4443)  -0.12
N (-3.4320, 0.1359, 0.9578)  0.05
H (-1.4982, 0.3251, -1.7955)  0.06
H (-2.9002, 1.2538, -1.3626)  0.06
H (-3.0986, -0.5007, -1.9172)  0.06
H (-2.2260, -1.2719, 0.0599)  0.11
H (-0.7840, 0.2744, 1.7278)  0.09
H (-0.9312, 1.5927, 0.5382)  0.11
H (1.7270, -0.5758, 1.1835)  0.08
H (1.8156, 1.2186, 0.7110)  0.09
H (2.1922, -0.1199, -0.3604)  0.08
H (-3.6613, 1.1082, 1.1064)  0.03
H (-4.2470, -0.1696, 0.4456)  0.02
O (2.5099, -3.1506, 0.2504)  -0.06
H (1.7961, -3.3657, -0.3500)  -0.01
H (2.2009, -3.4469, 1.1065)  0.00
O (-8.3685, -3.8586, 1.8372)  -0.06
H (-7.7633, -3.4369, 1.2273)  -0.03
H (-8.5622, -3.1841, 2.4881)  0.01
C (-7.3011, 6.2158, -0.4144)  -0.02
C (-6.8519, 5.5043, 0.9167)  -0.45
C (-7.3588, 3.9861, 0.7612)  -0.13
C (-6.4657, 3.1683, -0.1820)  -0.16
C (-5.0173, 3.2046, 0.4097)  -0.13
C (-4.5057, 4.6501, 0.4269)  -0.43
N (-5.4093, 5.6599, 1.0818)  -0.18
O (-4.9550, 6.9122, 1.1570)  0.02
C (-3.1436, 4.6926, 1.2613)  -0.03
C (-4.0356, 5.0882, -0.9757)  -0.03
C (-7.5658, 6.0073, 2.1765)  -0.03
H (-8.3629, 6.3577, -0.2131)  0.08
H (-7.1703, 5.6500, -1.3368)  0.07
H (-6.8059, 7.1775, -0.5489)  0.08
H (-7.4293, 3.5198, 1.7438)  0.11
H (-8.3697, 3.9200, 0.3588)  0.12
H (-6.5068, 3.5577, -1.1992)  0.10
H (-6.8098, 2.1360, -0.1192)  0.07
H (-4.4107, 2.5128, -0.1748)  0.08
H (-5.0478, 2.7723, 1.4099)  0.11
H (-2.6977, 5.6864, 1.3009)  0.08
H (-3.3952, 4.4968, 2.3037)  0.07
H (-2.4364, 3.9394, 0.9140)  0.07
H (-4.8743, 5.2989, -1.6393)  0.07
H (-3.5030, 6.0392, -0.9833)  0.09
H (-3.4071, 4.3070, -1.4033)  0.06
H (-8.0215, 6.9765, 1.9738)  0.08
H (-6.9183, 6.1226, 3.0457)  0.08
H (-8.3877, 5.3561, 2.4740)  0.08
H (-4.9590, 7.0833, 2.1017)  0.11
C (-0.0017, -3.0527, 2.7451)  -0.02
C (0.0339, -4.4901, 3.3311)  -0.47
C (-1.2880, -5.2599, 2.9813)  -0.12
C (-1.2828, -6.7775, 2.8530)  -0.17
C (-0.1078, -7.1564, 1.9193)  -0.11
C (1.2675, -6.5552, 2.4307)  -0.48
N (1.1388, -5.0891, 2.5833)  -0.12
O (2.3366, -4.4196, 2.8655)  -0.02
C (1.6465, -7.3189, 3.6684)  -0.04
C (2.3147, -6.8652, 1.3329)  -0.04
C (0.2232, -4.4728, 4.8426)  -0.02
H (0.1612, -2.9838, 1.6696)  0.08
H (0.7415, -2.4065, 3.2123)  0.07
H (-0.9574, -2.6140, 3.0321)  0.07
H (-1.9769, -5.1483, 3.8187)  0.10
H (-1.7357, -4.8080, 2.0962)  0.12
H (-2.2044, -7.1997, 2.4523)  0.11
H (-1.2296, -7.2462, 3.8357)  0.10
H (-0.3310, -6.9180, 0.8794)  0.11
H (-0.0219, -8.2429, 1.9028)  0.11
H (0.9225, -7.1627, 4.4681)  0.07
H (1.7429, -8.3898, 3.4895)  0.09
H (2.5512, -6.9037, 4.1125)  0.09
H (3.3014, -6.4494, 1.5367)  0.08
H (2.4780, -7.9381, 1.2322)  0.09
H (1.9077, -6.5517, 0.3715)  0.07
H (-0.5630, -5.0778, 5.2943)  0.08
H (0.0585, -3.4982, 5.3021)  0.07
H (1.2532, -4.5952, 5.1777)  0.08
H (2.3659, -4.5051, 3.8213)  0.07
C (8.6720, 1.4218, 3.8567)  -0.04
C (7.6170, 0.3626, 4.0434)  -0.53
C (6.5348, 0.9290, 4.9506)  -0.13
C (5.2871, 0.0426, 5.0451)  -0.18
C (4.7239, -0.1281, 3.6739)  -0.11
C (5.7853, -0.7102, 2.5714)  -0.41
N (7.0966, -0.0208, 2.7037)  -0.11
O (8.0707, -0.5304, 1.8600)  -0.01
C (5.7931, -2.2401, 2.7182)  -0.03
C (5.2483, -0.3232, 1.1547)  -0.02
C (8.2557, -0.8145, 4.7558)  -0.03
H (9.4134, 1.1895, 3.0922)  0.08
H (9.3502, 1.5846, 4.6942)  0.09
H (8.1347, 2.3051, 3.5115)  0.08
H (6.8972, 1.3287, 5.8977)  0.13
H (6.1994, 1.8336, 4.4434)  0.09
H (4.5726, 0.6052, 5.6460)  0.10
H (5.4853, -0.9034, 5.5491)  0.11
H (4.2205, 0.7625, 3.2977)  0.09
H (3.9362, -0.8760, 3.7656)  0.10
H (5.7431, -2.6092, 3.7425)  0.08
H (4.8940, -2.6487, 2.2569)  0.07
H (6.6338, -2.6589, 2.1651)  0.06
H (4.2431, -0.7145, 0.9977)  0.07
H (5.2049, 0.7604, 1.0450)  0.06
H (5.8305, -0.7999, 0.3661)  0.06
H (8.6427, -0.5302, 5.7343)  0.09
H (9.0741, -1.2693, 4.1977)  0.09
H (7.4778, -1.5417, 4.9888)  0.07
H (8.1897, 0.1726, 1.2171)  0.11
C (3.6944, -5.2140, -3.6723)  -0.04
C (4.7406, -5.2400, -2.5077)  -0.46
C (5.8136, -6.2390, -3.0019)  -0.14
C (7.1423, -6.0906, -2.2550)  -0.17
C (7.6959, -4.6137, -2.3936)  -0.10
C (6.6691, -3.5679, -1.8273)  -0.47
N (5.2826, -3.8756, -2.3832)  -0.06
O (4.2717, -2.8721, -2.0555)  -0.04
C (6.6765, -3.5699, -0.2679)  -0.03
C (7.1167, -2.2642, -2.4344)  -0.06
C (4.0186, -5.7462, -1.1704)  -0.02
H (4.1438, -4.9487, -4.6292)  0.07
H (2.8901, -4.5313, -3.3980)  0.05
H (3.1627, -6.1450, -3.8691)  0.09
H (5.5268, -7.2683, -2.7865)  0.11
H (5.9414, -6.1323, -4.0791)  0.11
H (7.8227, -6.8926, -2.5413)  0.10
H (7.0684, -6.3493, -1.1987)  0.10
H (7.9079, -4.3726, -3.4352)  0.11
H (8.5567, -4.4834, -1.7377)  0.11
H (7.5281, -3.0344, 0.1519)  0.08
H (5.7862, -3.0778, 0.1235)  0.05
H (6.7535, -4.5384, 0.2262)  0.08
H (6.6075, -1.4005, -2.0069)  0.07
H (8.1542, -2.0572, -2.1718)  0.09
H (7.0056, -2.2218, -3.5179)  0.08
H (4.6970, -5.6341, -0.3247)  0.07
H (3.9487, -6.8315, -1.2438)  0.08
H (3.0826, -5.1975, -1.0651)  0.06
H (3.9352, -3.0994, -1.1856)  0.03
C (0.7288, 3.1617, 2.9695)  -0.03
C (0.3384, 3.5343, 4.3825)  -0.48
C (-1.2318, 3.4848, 4.4688)  -0.11
C (-1.7417, 2.0695, 4.7975)  -0.16
C (-1.0255, 1.5230, 6.0726)  -0.13
C (0.4806, 1.4023, 5.8470)  -0.50
N (1.0459, 2.6397, 5.3192)  -0.08
O (2.4652, 2.5920, 5.1632)  0.00
C (1.0666, 1.0290, 7.2111)  -0.04
C (0.5765, 0.1579, 4.8817)  -0.02
C (0.7064, 4.9821, 4.6573)  -0.03
H (0.5058, 2.1083, 2.7999)  0.06
H (1.7872, 3.2727, 2.7336)  0.06
H (0.2312, 3.6954, 2.1598)  0.07
H (-1.5668, 4.2225, 5.1980)  0.11
H (-1.7152, 3.8617, 3.5675)  0.09
H (-1.5963, 1.4591, 3.9062)  0.08
H (-2.8188, 2.0601, 4.9643)  0.10
H (-1.4356, 0.5662, 6.3958)  0.10
H (-1.1248, 2.2619, 6.8678)  0.12
H (2.1016, 0.6874, 7.2253)  0.07
H (1.0496, 1.8705, 7.9036)  0.08
H (0.5076, 0.2647, 7.7509)  0.08
H (0.1866, -0.7478, 5.3464)  0.07
H (0.1244, 0.3130, 3.9021)  0.05
H (1.6438, -0.0173, 4.7468)  0.07
H (0.6157, 5.3174, 5.6904)  0.09
H (0.0775, 5.5796, 3.9972)  0.09
H (1.7633, 5.1712, 4.4691)  0.08
H (2.7990, 3.1267, 5.8873)  0.10
C (-5.5442, -4.9056, -0.2997)  -0.03
C (-6.1488, -3.6366, -1.0570)  -0.41
C (-7.4884, -4.2136, -1.6115)  -0.13
C (-8.4795, -3.1244, -2.1640)  -0.14
C (-8.6908, -2.0302, -1.0387)  -0.12
C (-7.3944, -1.4160, -0.4802)  -0.46
N (-6.4962, -2.5504, -0.0237)  -0.11
O (-5.3338, -2.1480, 0.6191)  -0.03
C (-6.7474, -0.4485, -1.4676)  -0.03
C (-7.8477, -0.5747, 0.7566)  -0.03
C (-5.1571, -3.1465, -2.1417)  -0.03
H (-4.5154, -4.8052, 0.0462)  0.07
H (-5.5479, -5.8795, -0.7892)  0.08
H (-6.0893, -5.0532, 0.6325)  0.07
H (-7.2326, -4.8452, -2.4622)  0.12
H (-8.0750, -4.7966, -0.9014)  0.11
H (-9.4328, -3.5838, -2.4254)  0.10
H (-8.1358, -2.7483, -3.1276)  0.09
H (-9.1172, -2.5941, -0.2090)  0.10
H (-9.4940, -1.3183, -1.2288)  0.12
H (-6.6369, -0.9799, -2.4129)  0.06
H (-7.2176, 0.5268, -1.5935)  0.08
H (-5.7614, -0.1424, -1.1180)  0.07
H (-7.1025, -0.0190, 1.3258)  0.07
H (-8.5144, 0.2194, 0.4201)  0.08
H (-8.4257, -1.0871, 1.5256)  0.07
H (-4.2943, -2.6152, -1.7398)  0.06
H (-5.4915, -2.5417, -2.9846)  0.07
H (-4.6779, -4.0290, -2.5656)  0.08
H (-5.3906, -2.4000, 1.5436)  0.06
C (0.3120, 4.4437, -0.7296)  -0.02
C (1.3727, 4.4802, -1.9011)  -0.46
C (2.4986, 5.3933, -1.2825)  -0.12
C (3.8131, 5.3377, -2.0809)  -0.17
C (4.2668, 3.9093, -2.3391)  -0.13
C (3.1412, 2.9485, -2.8844)  -0.45
N (1.9039, 3.1422, -2.1229)  -0.11
O (0.8934, 2.2001, -2.4555)  -0.01
C (2.9886, 3.1715, -4.3688)  -0.03
C (3.7045, 1.4854, -2.5692)  0.00
C (0.8377, 5.0862, -3.2131)  -0.03
H (0.0936, 5.4237, -0.3055)  0.09
H (0.7637, 3.7490, -0.0214)  0.06
H (-0.6124, 3.9918, -1.0893)  0.06
H (2.1176, 6.4086, -1.3926)  0.12
H (2.6992, 5.1907, -0.2304)  0.11
H (4.5417, 5.9010, -1.4979)  0.10
H (3.7258, 5.7741, -3.0758)  0.10
H (4.8890, 3.5053, -1.5405)  0.10
H (5.0228, 4.0180, -3.1167)  0.11
H (3.9651, 3.1080, -4.8490)  0.07
H (2.2091, 2.5271, -4.7752)  0.09
H (2.7703, 4.2091, -4.6213)  0.07
H (4.6345, 1.2310, -3.0776)  0.07
H (3.9633, 1.5679, -1.5135)  0.06
H (2.9921, 0.6609, -2.5980)  0.06
H (1.5189, 5.7950, -3.6839)  0.07
H (0.0292, 5.7969, -3.0420)  0.08
H (0.4368, 4.3537, -3.9136)  0.06
H (0.9274, 1.6066, -1.7017)  0.06
C (-2.2266, 2.8612, -7.3503)  -0.02
C (-2.3957, 2.0097, -6.0639)  -0.48
C (-2.0136, 2.9090, -4.8722)  -0.14
C (-3.2019, 3.7969, -4.4358)  -0.17
C (-4.4737, 2.9329, -4.3301)  -0.13
C (-4.8394, 2.1116, -5.5790)  -0.54
N (-3.6559, 1.3195, -5.9030)  -0.09
O (-3.8971, 0.2984, -6.8590)  0.00
C (-5.9457, 1.1757, -5.0676)  -0.04
C (-5.4064, 2.9763, -6.6437)  -0.03
C (-1.2871, 0.9441, -6.0084)  -0.05
H (-1.1595, 2.9312, -7.5613)  0.08
H (-2.5656, 3.8959, -7.2996)  0.07
H (-2.6063, 2.2947, -8.2005)  0.09
H (-1.6729, 2.3674, -3.9897)  0.11
H (-1.2480, 3.6552, -5.0847)  0.11
H (-3.2557, 4.6157, -5.1533)  0.10
H (-2.9587, 4.2536, -3.4764)  0.08
H (-5.2731, 3.6686, -4.2414)  0.11
H (-4.3342, 2.4193, -3.3789)  0.11
H (-6.7245, 1.7300, -4.5437)  0.09
H (-6.3645, 0.6348, -5.9162)  0.08
H (-5.5822, 0.3554, -4.4487)  0.07
H (-4.6531, 3.7399, -6.8373)  0.07
H (-5.5690, 2.3735, -7.5372)  0.10
H (-6.3561, 3.4279, -6.3569)  0.09
H (-1.1803, 0.3225, -5.1194)  0.08
H (-0.2933, 1.3913, -6.0273)  0.07
H (-1.2313, 0.3040, -6.8889)  0.08
H (-3.9871, -0.4471, -6.2609)  0.07

Its net charge is 0. The value obtained for the frontier orbital gap is 8.34 eV.